Here is a molecular structure, C32H33F3N6O3PtS2Si from the OMol25 dataset. Energies are from the ωB97M-V functional and the def2-TZVPD basis.

ORCA input file:
```
! wB97M-V def2-TZVPD RIJCOSX def2/J DEFGRID3
* xyz -2 3
Pt -0.34957 0.96793 2.41715
N 2.52393 -5.83520 -2.19656
C 2.55098 -4.84617 -1.18968
C 2.62360 -3.49818 -1.52455
C 2.60776 -2.52861 -0.53447
C 2.52221 -2.89370 0.80030
C 2.44631 -4.23625 1.14112
C 2.45840 -5.20712 0.15287
S 2.56295 -1.64082 2.06855
O 3.08851 -2.30654 3.23971
O 3.31714 -0.54981 1.50192
N 1.07361 -1.10739 2.27747
C 0.09417 -1.87866 2.77375
N -0.99963 -1.13788 3.12090
C -2.09203 -1.74932 3.50701
C -2.14592 -3.13661 3.61939
C -0.97561 -3.80818 3.30451
N 0.13902 -3.22012 2.89294
H 2.94234 -5.52559 -3.06013
H 2.93221 -6.70834 -1.90115
H 2.68342 -3.20146 -2.56699
H 2.67019 -1.48137 -0.79925
H 2.37217 -4.50118 2.18640
H 2.38845 -6.25657 0.42186
H -2.93941 -1.10931 3.73276
H -3.04034 -3.65447 3.93375
H -0.93280 -4.89268 3.38596
C 3.15677 6.28726 2.92043
C 2.36461 5.05305 2.57453
C 1.76945 4.92834 1.31842
C 1.08918 3.74793 1.08138
N 1.00352 2.80566 2.00288
C 1.53765 3.02356 3.23349
S 1.17997 1.81648 4.37646
N 2.25954 4.13361 3.51768
H 3.86407 6.53550 2.12618
H 3.69484 6.12443 3.85200
H 2.48842 7.14272 3.04693
H 1.84845 5.70072 0.56565
H 0.61114 3.53399 0.13103
C -2.15345 -1.42521 -3.29613
C -1.87171 -1.43267 -1.79575
C -3.16478 -1.79385 -1.05379
C -0.81038 -2.48832 -1.47899
Si -1.27708 0.23522 -1.05461
O -1.26084 0.11829 0.51599
C -2.51270 1.54381 -1.68010
C -3.56148 1.88964 -0.82189
C -4.54481 2.79220 -1.20670
C -4.50232 3.37682 -2.46531
C -3.46337 3.06004 -3.33050
C -2.48370 2.15667 -2.93511
C 0.43422 0.65982 -1.77674
C 0.75900 0.77850 -3.13355
C 2.04729 1.08708 -3.55230
C 3.05407 1.28759 -2.61468
C 2.76200 1.16957 -1.26373
C 1.46931 0.85724 -0.85710
H -2.55339 -2.40122 -3.60906
H -1.24849 -1.24925 -3.88298
H -2.88850 -0.66217 -3.56858
H -3.51182 -2.79028 -1.36501
H -3.96563 -1.07913 -1.26935
H -3.00169 -1.79789 0.02589
H -1.16160 -3.49162 -1.76205
H -0.56810 -2.50206 -0.41227
H 0.11820 -2.29696 -2.02307
H -3.57941 1.46291 0.17502
H -5.33614 3.05058 -0.51196
H -5.26620 4.08616 -2.76519
H -3.41038 3.52341 -4.31016
H -1.67194 1.93842 -3.62191
H -0.00275 0.62663 -3.89002
H 2.26548 1.17121 -4.61207
H 4.06132 1.52619 -2.93859
H 3.53336 1.28798 -0.51152
H 1.26869 0.73760 0.20191
F -1.95946 3.08318 3.80569
C -1.99205 2.25960 2.69964
F -2.21955 3.14566 1.66134
F -3.21890 1.60892 2.83270
*
```

Computed properties:
- Lowest unoccupied orbital energy (alpha / beta): 4.4 / 4.4 eV
- ⟨S²⟩: 2.01
- Orbital gap (alpha / beta): 4.81 / 6.45 eV

Here is a molecular structure, C32H34BBrN10O5SW from the OMol25 dataset. Energies are from the ωB97M-V functional and the def2-TZVPD basis.

ORCA input file:
```
! wB97M-V def2-TZVPD RIJCOSX def2/J DEFGRID3
* xyz 0 3
W -1.07148 -1.23666 -0.77275
C -3.69579 -2.90624 1.65253
C -2.28234 -2.59016 2.02682
C -1.84340 -2.62855 3.34923
C -0.48357 -2.41983 3.30854
C 0.47632 -2.39708 4.44710
N -0.12375 -2.25725 2.02583
N -1.23465 -2.32659 1.22026
B 1.33589 -2.47224 1.51783
N 1.28585 -3.14670 0.13961
N 0.52152 -2.73129 -0.92030
C 0.98659 -3.36586 -2.01130
C 0.52024 -3.20856 -3.42004
C 2.03601 -4.20069 -1.63912
C 2.20098 -4.03207 -0.28309
C 3.22310 -4.65913 0.60325
N 2.21691 -1.20929 1.45907
N 2.05018 -0.34074 0.43657
C 2.96305 0.60112 0.57854
C 3.02835 1.74646 -0.38080
C 3.77281 0.33118 1.70287
C 3.26714 -0.83610 2.23690
C 3.78961 -1.62673 3.39214
H -4.16582 -3.36346 2.52342
H -3.74325 -3.60367 0.82004
H -4.26462 -2.02175 1.37809
H -2.44683 -2.83046 4.21800
H -0.06570 -2.55002 5.37845
H 0.99571 -1.43912 4.50593
H 1.23124 -3.17675 4.34893
H 1.85651 -3.22687 2.28862
H 0.35229 -2.16523 -3.67134
H -0.40748 -3.74660 -3.59869
H 1.29199 -3.61589 -4.07256
H 2.60460 -4.84134 -2.29119
H 3.82204 -5.35476 0.01858
H 2.75942 -5.20397 1.42516
H 3.88898 -3.90871 1.03081
H 2.70884 1.42414 -1.37106
H 4.03981 2.14651 -0.44588
H 2.36606 2.56237 -0.07479
H 4.62545 0.88748 2.05762
H 4.69067 -1.14877 3.77326
H 4.04586 -2.64418 3.09451
H 3.07628 -1.69906 4.21167
O -4.21507 -2.06330 -2.75671
S -3.15894 -2.55496 -1.93122
O -3.15570 -3.95461 -1.61767
O -1.76030 -2.13071 -2.46124
O -3.05227 -1.71810 -0.61890
Br -0.64478 5.57805 2.68391
C -0.85592 5.54005 0.79826
C 0.17986 5.06930 0.00717
C 0.02531 5.03845 -1.36910
C -1.15875 5.49187 -1.94372
C -2.16606 6.00805 -1.14009
C -2.03071 6.01199 0.23917
N -1.34592 5.60439 -3.36666
N -1.14957 4.65531 -4.13503
C -0.86338 3.34621 -3.62340
C 0.29026 2.73448 -4.04153
C 0.70701 1.49419 -3.52809
C -0.07179 0.84434 -2.59523
O 0.22569 -0.30228 -2.03297
C -1.33350 1.41494 -2.26377
N -2.11083 0.63996 -1.45829
C -3.32144 1.04465 -1.14957
C -3.83253 2.26814 -1.61542
C -3.06211 3.06673 -2.41313
C -1.75653 2.65358 -2.76325
H 1.10413 4.73604 0.45970
H 0.82934 4.66951 -1.99053
H -3.05909 6.40707 -1.60421
H -2.82071 6.39614 0.86897
H 0.91358 3.25488 -4.75858
H 1.63973 1.04794 -3.84566
H -3.91404 0.37426 -0.54323
H -4.84195 2.54873 -1.35144
H -3.45732 3.99573 -2.80228
C 0.35765 1.63830 2.78031
C -0.25586 0.91157 1.68623
N -0.64394 0.26145 0.83232
H 0.18818 2.70980 2.69020
H 1.42911 1.41962 2.73343
H -0.05245 1.28138 3.72397
*
```

Computed properties:
- Lowest unoccupied orbital energy (alpha / beta): -0.6 / -0.8 eV
- ⟨S²⟩: 2.01
- Orbital gap (alpha / beta): 6.91 / 7.36 eV

Here is a molecular structure, C32H34CdF3I2N3O4S2Se2 in a non-equilibrium geometry from the OMol25 dataset. Energies are from the ωB97M-V functional and the def2-TZVPD basis.

ORCA input file:
```
! wB97M-V def2-TZVPD RIJCOSX def2/J DEFGRID3
* xyz -2 1
Cd -0.14037 1.40009 -0.32792
I 0.34152 -6.52812 1.68007
C 0.16431 -4.49031 1.28626
C -1.07200 -3.85875 1.08921
C -1.03353 -2.54038 0.68280
I -2.84334 -1.42888 0.28873
C 0.17039 -1.78150 0.54674
O 0.19969 -0.54123 0.37418
C 1.34321 -2.52513 0.78936
C 2.66642 -1.86496 0.41462
N 2.96884 -1.54593 -0.96431
C 3.00459 -2.54162 -1.99585
C 1.73878 -2.60626 -2.87390
C 1.80524 -2.39145 -4.22757
C 0.63955 -2.35014 -4.95464
C -0.57083 -2.56222 -4.27952
C -0.51759 -2.79593 -2.90391
N 0.63067 -2.89034 -2.25186
C 1.37427 -3.82361 1.15571
H -2.00928 -4.35949 1.14959
H 3.48680 -2.45006 0.82913
H 2.77730 -0.89436 0.94026
H 2.47365 -0.68543 -1.26521
H 3.22181 -3.47977 -1.46524
H 3.89596 -2.35515 -2.60312
H 2.76282 -2.13297 -4.67158
H 0.55436 -2.05999 -6.01417
H -1.51738 -2.49816 -4.78968
H -1.47348 -2.97538 -2.32926
H 2.30373 -4.32811 1.32175
O -5.06809 2.96716 -2.50798
C -4.69559 2.40299 -1.25950
C -3.55740 3.17949 -0.57976
C -4.30183 4.47711 -0.09899
O -3.65994 5.17682 0.95356
C -2.38091 3.44218 -1.51852
Se -1.59060 1.79764 -2.32236
C -3.07209 2.29984 0.63209
Se -1.38337 2.60487 1.68754
H -4.23207 2.81212 -3.02267
H -4.36436 1.31626 -1.37480
H -5.57754 2.41352 -0.61147
H -5.26921 4.12852 0.27425
H -4.46023 5.16726 -0.97206
H -2.93841 4.67297 1.35863
H -1.52416 3.90055 -0.97541
H -2.68265 4.12592 -2.32224
H -2.88191 1.27524 0.27170
H -3.89541 2.23063 1.35696
F 2.77989 5.01847 -0.60621
C 3.59976 4.45828 -1.45590
F 4.77261 4.15336 -0.95077
F 3.98591 5.53055 -2.28938
C 3.00584 3.37730 -2.30949
C 2.87897 3.62775 -3.67772
C 2.16545 2.71164 -4.39515
C 1.75339 1.53156 -3.75367
N 1.93601 1.21565 -2.44695
C 2.54387 2.16517 -1.69105
S 2.56294 1.90104 -0.00862
H 3.26548 4.54497 -4.10662
H 1.94135 2.87875 -5.44998
H 1.15101 0.82578 -4.37720
C -2.02500 -3.99907 4.53247
C -1.00179 -2.87998 4.32571
C 0.36011 -3.04070 4.62132
C 1.25537 -2.04377 4.39647
C 0.80363 -0.85098 3.84404
C -0.52108 -0.65905 3.49540
C -1.39023 -1.70192 3.71481
S 2.13188 0.26521 3.35201
C 1.55518 1.57461 4.38197
O 3.40333 -0.25400 3.91336
H -2.58054 -3.80407 5.42348
H -1.51801 -4.97206 4.55572
H -2.70726 -4.04818 3.68543
H 0.64689 -3.99897 5.05200
H 2.30534 -2.25917 4.53372
H -0.81571 0.25752 3.02728
H -2.42302 -1.60984 3.37576
H 1.51336 1.28502 5.39330
H 0.57796 1.88101 4.00094
H 2.27677 2.41251 4.29387
*
```

Computed properties:
- Lowest unoccupied orbital energy: 3.5 eV
- Orbital gap: 5.85 eV

Here is a molecular structure, C32H34Cl2N4OS2W from the OMol25 dataset. Energies are from the ωB97M-V functional and the def2-TZVPD basis.

ORCA input file:
```
! wB97M-V def2-TZVPD RIJCOSX def2/J DEFGRID3
* xyz 2 3
W 0.97354 -2.11888 0.01939
Cl 0.23973 -4.47146 -0.51458
C 0.92269 -5.46168 0.78956
C 0.80574 -6.82745 0.67637
C 1.34018 -7.59510 1.70301
C 1.95860 -6.99229 2.78467
C 2.05109 -5.60978 2.86102
Cl 2.82419 -4.88804 4.21738
C 1.52463 -4.80419 1.84927
S 1.62212 -3.04022 1.99258
H 0.32001 -7.28066 -0.17593
H 1.27250 -8.67273 1.65429
H 2.37677 -7.58886 3.58305
C 3.85418 2.93504 -1.09132
C 2.43639 2.36342 -1.16594
C 1.74204 2.27125 0.18025
C 1.40343 3.48327 0.78311
C 0.72751 3.53116 1.98448
C 0.31045 2.35171 2.58360
C 0.61884 1.11649 2.02714
C 0.18121 -0.15518 2.70978
C -0.92910 -0.01629 3.74146
C 1.38556 1.09021 0.85093
N 1.84117 -0.17860 0.31455
C 3.09108 -0.21790 -0.08415
C 3.50588 -1.29920 -0.89032
C 4.69532 -1.69123 -1.45852
C 4.43370 -2.88258 -2.17783
C 3.10852 -3.18338 -2.00973
N 2.50146 -2.22018 -1.23033
H 4.29228 2.99794 -2.08652
H 4.52267 2.34174 -0.46571
H 3.84292 3.93954 -0.66976
H 2.43931 1.40723 -1.69667
H 1.84047 3.02887 -1.79449
H 1.67462 4.40424 0.28101
H 0.49559 4.48417 2.44104
H -0.24584 2.39409 3.50894
H 1.04733 -0.63347 3.17601
H -0.17304 -0.86493 1.94690
H -0.59656 0.53863 4.61797
H -1.24141 -1.00144 4.08589
H -1.79997 0.49574 3.32843
H 3.78235 0.56829 0.19380
H 5.64200 -1.18134 -1.37283
H 5.14090 -3.45016 -2.75879
H 2.54463 -4.01351 -2.40327
C -5.46733 -0.01954 -1.93431
C -5.16867 0.35140 -0.48797
C -3.82604 -0.17117 -0.00332
N -2.74484 0.48095 -0.76710
C -1.57888 0.00659 -1.09829
S -1.24686 -1.69135 -0.78144
N -0.66069 0.72000 -1.77442
C -0.76838 1.98359 -2.47557
O -0.10601 2.07786 -3.46873
C -1.59578 3.06538 -1.90718
C -2.20153 3.95549 -2.79378
C -2.94377 5.01173 -2.29352
C -3.05669 5.19189 -0.91994
C -2.42791 4.32074 -0.03765
C -1.69785 3.25146 -0.52853
H -6.44383 0.35467 -2.23527
H -5.47193 -1.10242 -2.06864
H -4.73357 0.40141 -2.62547
H -5.92995 -0.05927 0.17641
H -5.20435 1.43686 -0.34823
H -3.75022 -1.24737 -0.14573
H -3.66819 0.05060 1.05377
H -2.92881 1.44879 -1.02066
H 0.09699 0.17911 -2.17215
H -2.08544 3.80837 -3.85921
H -3.42742 5.69950 -2.97308
H -3.63087 6.02335 -0.53340
H -2.49592 4.48451 1.02974
H -1.18299 2.58457 0.15447
*
```

Computed properties:
- Lowest unoccupied orbital energy (alpha / beta): -7.1 / -7.2 eV
- ⟨S²⟩: 2.02
- Orbital gap (alpha / beta): 6.72 / 6.73 eV

Here is a molecular structure, C32H34Cl3FeN5O6S3Se in a non-equilibrium geometry from the OMol25 dataset. Energies are from the ωB97M-V functional and the def2-TZVPD basis.

ORCA input file:
```
! wB97M-V def2-TZVPD RIJCOSX def2/J DEFGRID3
* xyz 0 1
Fe -0.97344 0.02025 0.53813
O 0.19880 3.53399 1.11957
C 0.02903 2.41292 1.55246
O -1.10339 1.75879 1.49541
C 1.15324 1.67683 2.29025
C 0.56649 0.62897 3.23827
C 1.62638 0.08263 4.19661
C 2.42335 -0.86509 3.27085
C 1.72365 -0.62536 1.93820
O 0.33731 -0.48374 2.33606
C 2.06154 0.77818 1.39067
C 1.79911 0.78686 -0.11684
O 2.74803 0.88974 -0.88631
O 0.58914 0.55550 -0.48090
H 1.74606 2.43347 2.80256
H -0.36570 0.91796 3.70899
H 1.16353 -0.46134 5.01918
H 2.23155 0.88673 4.61466
H 2.30881 -1.90426 3.57760
H 3.48612 -0.63241 3.21961
H 1.79532 -1.42980 1.21716
H 3.11447 1.00831 1.54069
C -0.65967 -0.94174 -3.22943
N 0.64045 -1.45172 -2.85858
C 1.78613 -1.31444 -3.61060
C 2.79170 -1.84767 -2.89468
N 2.24568 -2.30858 -1.71710
C 3.03316 -2.85221 -0.62681
C 0.91995 -2.04827 -1.68773
Se -0.26537 -2.49627 -0.31137
H -0.55446 -0.37240 -4.14984
H -1.00612 -0.28663 -2.43908
H -1.36405 -1.76136 -3.37171
H 1.78083 -0.83688 -4.57273
H 3.84184 -1.92898 -3.10536
H 3.85095 -3.43534 -1.04444
H 2.39993 -3.49198 -0.01777
H 3.43571 -2.03691 -0.02668
S -2.98527 -1.06464 1.47848
C -3.36946 -0.25266 2.89253
N -3.03508 0.98676 3.19616
C -3.30530 1.40902 4.56204
C -4.52660 0.61098 4.99681
S -4.33895 -0.98899 4.14915
H -2.37188 1.49112 2.57433
H -3.48380 2.48270 4.59468
H -2.44501 1.17383 5.19865
H -5.45020 1.07994 4.65910
H -4.56407 0.45787 6.07201
Cl -11.67558 -1.87869 -2.59541
C -10.14060 -1.23707 -2.10573
C -10.08782 -0.06903 -1.36463
C -8.85446 0.43404 -0.98496
C -7.67080 -0.20522 -1.33628
C -6.33088 0.36626 -0.93592
C -5.63048 1.03244 -2.12340
N -4.26787 1.31872 -1.73076
C -3.71488 2.54839 -1.44245
C -2.49345 2.29919 -0.89706
N -2.29822 0.93784 -0.84648
C -3.36419 0.38813 -1.37626
O -6.48615 1.31529 0.09508
C -5.43808 1.31645 1.07434
C -5.88709 0.64095 2.33375
C -5.99058 1.22411 3.55711
Cl -5.58851 2.84707 3.96569
S -6.58955 0.15976 4.76532
C -6.71788 -1.11075 3.62056
C -6.31447 -0.72278 2.38650
C -7.76691 -1.38368 -2.06915
Cl -6.32710 -2.27155 -2.49436
C -8.98564 -1.91167 -2.45988
H -11.00166 0.43638 -1.08642
H -8.79483 1.33646 -0.39326
H -5.69267 -0.45033 -0.57927
H -6.13175 1.97491 -2.34088
H -5.65401 0.40267 -3.01222
H -4.24432 3.46557 -1.63125
H -1.75270 2.98505 -0.52211
H -3.54698 -0.67165 -1.47231
H -5.16844 2.35445 1.26342
H -4.55113 0.80954 0.68246
H -7.07810 -2.07835 3.92932
H -6.30765 -1.38237 1.52971
H -9.03120 -2.83402 -3.02014
*
```

Computed properties:
- Lowest unoccupied orbital energy: 0.0 eV
- Orbital gap: 7.26 eV

Here is a molecular structure, C32H34N3OS2Zr in a non-equilibrium geometry from the OMol25 dataset. Energies are from the ωB97M-V functional and the def2-TZVPD basis.

ORCA input file:
```
! wB97M-V def2-TZVPD RIJCOSX def2/J DEFGRID3
* xyz 3 1
Zr -0.39253 -0.32371 -0.01674
C -0.04944 -3.83575 -1.60391
C 0.04280 -2.48579 -2.32944
C 1.47506 -2.00127 -2.40610
C 2.18940 -2.11033 -3.58557
C 3.52844 -1.74478 -3.63690
C 4.16170 -1.28672 -2.49839
C 3.49051 -1.18568 -1.28112
C 4.24250 -0.68968 -0.07385
C 5.26939 -1.70717 0.43868
C 2.13449 -1.54220 -1.24879
N 1.34061 -1.43186 -0.07206
C 1.63747 -1.98771 1.08874
C 0.76095 -1.78048 2.16186
C 0.76272 -2.25070 3.48405
C -0.38288 -1.74468 4.08849
C -1.04530 -0.98252 3.13110
N -0.37979 -0.97558 1.95299
H -1.06122 -4.23825 -1.64657
H 0.26684 -3.77151 -0.56053
H 0.60578 -4.55311 -2.09689
H -0.60871 -1.72094 -1.83482
H -0.34138 -2.61838 -3.34220
H 1.70459 -2.49851 -4.46973
H 4.07264 -1.82325 -4.56627
H 5.20166 -0.99370 -2.53948
H 3.55655 -0.44273 0.74022
H 4.77408 0.22419 -0.34719
H 4.79749 -2.62872 0.77919
H 5.82125 -1.27862 1.27233
H 5.97934 -1.96604 -0.34243
H 2.52701 -2.60254 1.20815
H 1.50469 -2.88763 3.93511
H -0.70319 -1.90997 5.10126
H -1.97519 -0.44613 3.24695
S -3.95376 -3.38241 0.28734
C -4.58096 -1.97588 -0.44982
C -3.61240 -1.03957 -0.60473
N -2.37045 -1.42111 -0.14311
C -2.43064 -2.65080 0.35728
H -5.61504 -1.89708 -0.73708
H -3.77275 -0.06246 -1.03488
H -1.57686 -3.15613 0.78533
O -0.35779 0.77319 -1.68900
S -0.52652 2.11714 -2.44789
C -2.30402 2.45818 -2.18640
C -2.77417 2.75573 -0.78762
C -2.49677 1.92449 0.29856
C -2.98936 2.20724 1.56320
C -3.78529 3.32366 1.76207
C -4.07319 4.15839 0.69271
C -3.56653 3.88063 -0.56849
C 0.27696 3.35457 -1.32409
C 0.41496 2.87035 0.08487
C 1.22797 1.75360 0.36594
C 1.38408 1.33475 1.69517
C 0.74106 2.00953 2.73017
C -0.01485 3.13648 2.44954
C -0.18086 3.55702 1.13587
H -2.79537 1.57596 -2.60919
H -2.53180 3.29494 -2.84967
H -1.86827 1.02938 0.18404
H -2.74282 1.56377 2.39725
H -4.17794 3.54179 2.74403
H -4.69688 5.02873 0.83750
H -3.80674 4.53960 -1.39209
H -0.30695 4.27195 -1.39133
H 1.25539 3.54230 -1.77069
H 1.89142 1.35914 -0.40681
H 2.12629 0.58823 1.95080
H 0.90476 1.70412 3.75493
H -0.45303 3.71151 3.25399
H -0.76922 4.44147 0.93214
*
```

Computed properties:
- Lowest unoccupied orbital energy: -10.1 eV
- Orbital gap: 6.54 eV